1.
Formula: ArH18O9
Source: the Open Molecules 2025 dataset
Level of theory: the ωB97M-V functional and the def2-TZVPD basis

As for the maximum force: 0.78 eV/A. The value obtained for the energy relative to the best compared isomer or geometry (same formula, charge and spin) is 0.858 eV. The calculation puts the HOMO-LUMO gap at 10.4 eV. The value obtained for the highest occupied orbital energy is -0.3839 Eh.

The geometry in ORCA input format:
```
! wB97M-V def2-TZVPD RIJCOSX def2/J DEFGRID3
* xyz 0 1
Ar 13.20517 8.31870 -12.57734
O 13.27992 9.03301 -15.56858
H 12.36349 9.21481 -15.77675
H 13.40458 8.11635 -15.81440
O 16.85107 6.20880 -12.80898
H 17.46596 6.93833 -12.73202
H 16.15139 6.54287 -13.37029
O 13.82862 5.47339 -10.34997
H 14.11482 6.14222 -9.72789
H 14.63034 5.00716 -10.58682
O 10.21913 6.61435 -14.29581
H 10.33214 7.43855 -14.76925
H 9.89247 6.87508 -13.43468
O 16.01501 11.04743 -14.57454
H 16.20265 10.34798 -15.20047
H 16.08355 10.62709 -13.71730
O 9.29608 7.61247 -11.79827
H 9.65795 8.09778 -11.05681
H 8.43613 7.31961 -11.49671
O 12.81822 11.84809 -14.80782
H 13.21027 11.96914 -15.67262
H 12.91734 10.91315 -14.62813
O 12.25314 5.02755 -13.01943
H 12.52943 5.54347 -12.26200
H 12.00009 5.67862 -13.67387
O 16.20841 10.27244 -11.13330
H 16.00436 10.17443 -10.20325
H 15.66736 11.00757 -11.42153
*
```

natural (NBO) population analysis, charges in e, atoms 1 to 8: 0.00 -0.95 0.47 0.48 -0.94 0.47 0.47 -0.95



2.
Formula: C10H10BFO
Source: the Open Molecules 2025 dataset
Level of theory: the ωB97M-V functional and the def2-TZVPD basis

As for the maximum force: 5.02 eV/A. The value obtained for the energy relative to the best compared isomer or geometry (same formula, charge and spin) is 1.974 eV. The calculation puts the HOMO-LUMO gap at 8.7 eV. The value obtained for the highest occupied orbital energy is -0.2965 Eh.

The geometry in ORCA input format:
```
! wB97M-V def2-TZVPD RIJCOSX def2/J DEFGRID3
* xyz 0 1
B -0.65741 -0.37391 0.04622
C 1.53799 1.29639 -0.73609
C 2.08047 2.50464 -0.46604
C 0.27049 3.05087 1.23256
C 0.38484 0.95208 -0.05345
C -0.23091 1.80879 0.90018
C 1.43256 3.29091 0.51074
C 0.63900 -3.43574 -0.46309
C -0.41965 -2.75279 -0.76892
C -1.52560 1.22440 1.43167
C -1.67779 -3.40105 -1.26421
O -1.63287 -0.09226 0.83100
F 2.14344 4.42441 0.85264
H 2.05446 0.68669 -1.56172
H 2.98926 2.73087 -0.98465
H -0.20625 3.78382 1.86184
H 0.82822 -4.35804 -0.96907
H 1.58854 -3.13043 0.01959
H -1.33678 0.96715 2.40729
H -2.30735 1.92022 1.42970
H -2.45499 -2.90622 -1.75525
H -1.30615 -4.16208 -1.93559
H -2.19353 -4.02871 -0.56534
*
```

natural (NBO) population analysis, charges in e, atoms 1 to 8: 0.94 -0.14 -0.30 -0.30 -0.41 0.00 0.43 -0.51



3.
Formula: C6H13N
Source: the Open Molecules 2025 dataset
Level of theory: the ωB97M-V functional and the def2-TZVPD basis

As for the maximum force: 2.71 eV/A. The value obtained for the energy relative to the best compared isomer or geometry (same formula, charge and spin) is 1.656 eV. The calculation puts the HOMO-LUMO gap at 10.0 eV. The value obtained for the highest occupied orbital energy is -0.3273 Eh. Its structure (SMILES) is C/C=C/CCCN.

The geometry in ORCA input format:
```
! wB97M-V def2-TZVPD RIJCOSX def2/J DEFGRID3
* xyz 0 1
C -1.25996 -1.49746 0.91397
C -0.19748 -0.52514 1.36624
C -0.44101 0.81004 0.59977
C 2.44739 0.90183 -2.12475
C 1.61027 0.57030 -0.92772
C 0.40561 1.01084 -0.62856
N -2.59644 -0.92184 1.10555
H -1.27172 -2.37794 1.56870
H -0.98240 -1.83740 -0.07767
H 0.69075 -1.01896 0.97854
H -0.15357 -0.30284 2.43734
H -0.34817 1.77344 1.25555
H -1.49042 1.02388 0.32632
H 2.25534 0.14844 -2.88235
H 3.50844 0.98763 -2.00801
H 2.11144 1.93979 -2.34148
H 2.11621 0.08069 -0.06512
H -0.07932 1.78297 -1.26799
H -3.13043 -1.72319 1.47296
H -3.19454 -0.82508 0.29870
*
```

natural (NBO) population analysis, charges in e, atoms 1 to 8: -0.22 -0.41 -0.45 -0.65 -0.21 -0.18 -0.84 0.18



4.
Formula: C43H91ClF6N5O13PS
Source: the Open Molecules 2025 dataset
Level of theory: the ωB97M-V functional and the def2-TZVPD basis

As for the maximum force: 1.97 eV/A. The calculation puts the HOMO-LUMO gap at 8.9 eV. The value obtained for the highest occupied orbital energy is -0.3168 Eh. Its structure (SMILES) is [H]/N=C/C[C@@H](O[C@H](Cl)[C@H](CCCCCN)O[C@@](F)(CCCP(=O)(OCC)OCC)CCC(C)C)S(=O)(=O)C(F)(F)C(F)(F)F.COCCNCCOC.COCCNCCOC.COCCNCCOC.

The geometry in ORCA input format:
```
! wB97M-V def2-TZVPD RIJCOSX def2/J DEFGRID3
* xyz 0 1
C 1.62734 -1.83515 4.90578
C 1.01759 -0.46540 4.65027
O 1.91236 0.36764 3.89478
P 2.15716 1.81069 4.52831
O 2.80166 1.73759 5.84601
C 3.17520 2.74270 3.37484
C 2.83156 2.46277 1.88657
C 3.69634 1.35931 1.29803
C 3.11067 0.74471 0.03316
F 1.79203 0.44337 0.31893
C 3.15844 1.75865 -1.12989
C 4.35705 1.63433 -2.07246
C 5.69399 2.16933 -1.54545
C 6.48852 2.82553 -2.67930
C 6.55614 1.10618 -0.88237
O 3.82869 -0.40912 -0.27639
C 3.09810 -1.48920 -0.83522
C 2.32299 -1.14640 -2.09135
C 1.49116 -2.31088 -2.63870
C 0.33822 -1.73666 -3.48099
C -0.94011 -1.49316 -2.68753
C -1.05216 -0.13463 -1.99634
N -0.48307 0.95815 -2.77798
C 4.11385 -2.63079 -1.05034
Cl 4.85960 -2.59172 -2.70574
O 5.17317 -2.56203 -0.14291
C 5.57094 -3.76812 0.42822
C 5.89699 -4.93205 -0.51945
C 4.79205 -5.90829 -0.81540
N 4.04607 -5.81698 -1.83252
S 4.41736 -4.31630 1.72476
O 3.05524 -4.16954 1.30610
O 4.79356 -5.62196 2.18434
C 4.79797 -3.21513 3.18316
F 4.13240 -3.69181 4.25000
F 6.13407 -3.33916 3.39288
C 4.48866 -1.70814 2.97659
F 5.42011 -1.14280 2.16668
F 3.25413 -1.56177 2.45767
F 4.54382 -1.09043 4.18997
O 0.73451 2.52952 4.66101
C -0.22545 2.36346 3.60669
C -0.48499 3.66633 2.87180
H 1.61891 -2.06128 5.96340
H 1.11077 -2.61381 4.36080
H 2.66517 -1.86244 4.59338
H 0.75958 -0.01431 5.59955
H 0.10762 -0.59181 4.07428
H 4.21563 2.55263 3.59038
H 2.90305 3.77209 3.57491
H 1.77454 2.23733 1.82454
H 2.97963 3.38550 1.33480
H 3.85725 0.60440 2.05993
H 4.66776 1.79093 1.08773
H 2.25564 1.59615 -1.71516
H 3.15987 2.76762 -0.74054
H 4.10525 2.26728 -2.92316
H 4.47879 0.63479 -2.46992
H 5.46792 2.94825 -0.81768
H 6.49409 2.18214 -3.55381
H 6.07993 3.80320 -2.90226
H 7.52212 2.92563 -2.36606
H 6.88330 0.34845 -1.58933
H 7.45383 1.58169 -0.49133
H 6.08243 0.60455 -0.04875
H 2.36697 -1.89720 -0.13899
H 2.94450 -0.71914 -2.86479
H 1.60598 -0.37310 -1.84357
H 1.08983 -2.90569 -1.82311
H 2.09551 -2.91504 -3.30322
H 0.10612 -2.40033 -4.30640
H 0.71065 -0.82418 -3.93159
H -1.78467 -1.59205 -3.36828
H -1.09095 -2.25030 -1.92471
H -2.08232 0.08444 -1.71042
H -0.48473 -0.17750 -1.06742
H -0.56150 1.84192 -2.30596
H -0.86228 1.00746 -3.70979
H 3.57001 -3.56253 -0.99859
H 6.47891 -3.54003 0.97619
H 6.32756 -4.53605 -1.42827
H 6.68484 -5.50043 -0.03498
H 4.65846 -6.70549 -0.09209
H 3.38054 -6.58471 -1.82039
H 0.06552 1.61581 2.87174
H -1.16295 2.02301 4.03414
H -1.29724 3.48057 2.17898
H 0.40261 3.93801 2.31191
H -0.74884 4.44598 3.57311
C -4.43312 3.33508 4.10427
O -3.61172 2.84086 5.14854
C -3.44622 3.74893 6.23248
C -4.08624 3.19951 7.48699
N -5.53929 3.19492 7.37085
C -6.22665 2.48753 8.44659
C -6.01398 0.98175 8.55459
O -6.55198 0.24618 7.47220
C -5.69187 0.07920 6.35992
H -4.41103 2.60919 3.29396
H -5.47016 3.45604 4.42925
H -4.05924 4.29184 3.72609
H -3.85080 4.73433 5.98645
H -2.37123 3.85980 6.40570
H -3.79953 3.82281 8.33852
H -3.67972 2.19191 7.65070
H -5.79394 2.76795 6.49000
H -7.29721 2.65965 8.31193
H -5.94998 2.94931 9.39943
H -6.55425 0.64144 9.44213
H -4.96140 0.71844 8.71198
H -4.64193 0.03727 6.66042
H -5.82588 0.87506 5.62170
H -5.95419 -0.86395 5.87998
C -8.81084 7.25408 -0.91884
O -8.69716 5.99007 -1.54393
C -7.62157 5.89514 -2.46976
C -6.58587 4.90686 -1.98252
N -5.88067 5.42305 -0.81589
C -5.01412 4.45142 -0.15803
C -5.67114 3.24503 0.50356
O -6.47159 3.56818 1.62519
C -7.82219 3.88844 1.33656
H -9.71463 7.23830 -0.31266
H -7.95546 7.46386 -0.26747
H -8.90199 8.05403 -1.65953
H -7.17001 6.87395 -2.65173
H -8.03501 5.53427 -3.41599
H -5.86276 4.72220 -2.78198
H -7.10547 3.96266 -1.76839
H -6.56123 5.75523 -0.14549
H -4.45809 4.98843 0.61504
H -4.27823 4.09307 -0.88493
H -4.86594 2.61013 0.88570
H -6.23677 2.63180 -0.20730
H -8.18996 3.34933 0.46067
H -7.95835 4.96282 1.18670
H -8.42025 3.59877 2.20064
C 0.55800 -8.30159 -6.54918
O 1.56997 -7.89567 -7.44948
C 1.10364 -7.63381 -8.76760
C 1.26056 -6.16855 -9.10722
N 0.33110 -5.35215 -8.33679
C 0.55726 -3.91457 -8.44776
C 1.85619 -3.35380 -7.87948
O 1.95544 -3.45219 -6.47250
C 2.50748 -4.66207 -5.97927
H 1.04252 -8.56309 -5.61020
H -0.16326 -7.49917 -6.35958
H 0.02562 -9.18118 -6.92359
H 0.06469 -7.95185 -8.88898
H 1.71820 -8.22277 -9.45472
H 1.06048 -6.02472 -10.17281
H 2.30776 -5.89553 -8.91735
H 0.39882 -5.61472 -7.36237
H -0.26840 -3.41885 -7.93104
H 0.48507 -3.63133 -9.50250
H 1.87213 -2.28367 -8.10468
H 2.74332 -3.78483 -8.35824
H 3.24273 -5.08689 -6.66663
H 1.72854 -5.40211 -5.77340
H 3.00345 -4.43612 -5.03436
*
```

Löwdin population analysis, charges in e, atoms 1 to 8: -0.05 -0.24 -0.22 0.47 -0.26 -0.17 -0.21 -0.09



5.
Formula: C16H42N4O7P
Source: the Open Molecules 2025 dataset
Level of theory: the ωB97M-V functional and the def2-TZVPD basis

As for the maximum force: 5.66 eV/A. The calculation puts the HOMO-LUMO gap at 6.7 eV. The value obtained for the highest occupied orbital energy is -0.3695 Eh.

The geometry in ORCA input format:
```
! wB97M-V def2-TZVPD RIJCOSX def2/J DEFGRID3
* xyz 1 1
O 1.57602 2.93043 0.37227
P 0.65861 3.71270 -0.65097
O -1.01791 3.59921 -0.17524
O 1.11799 5.41847 -0.52037
C 0.96296 3.20404 -2.50172
C -0.09776 2.08071 -3.04993
N 0.39228 0.72018 -2.53664
C 1.66518 0.38623 -3.28764
C 2.62681 1.67186 -3.61945
N 2.42195 2.87600 -2.72731
H -1.33171 2.64065 -0.17047
H 0.42862 5.87222 -1.11380
H 0.75073 4.20278 -3.12017
H -0.14285 2.13152 -4.21822
H -1.21038 2.27465 -2.66806
H 0.68230 0.90020 -1.52959
H -0.34657 -0.01391 -2.62049
H 1.46282 -0.26449 -4.26766
H 2.28682 -0.34144 -2.57408
H 3.74684 1.30618 -3.42631
H 2.59133 1.95383 -4.77383
H 2.95137 2.72603 -1.84090
C 0.07701 0.75699 7.53016
O 1.42573 0.45523 7.19684
C 1.56000 -0.27045 5.96952
C 2.16130 0.62208 4.86932
N 1.21323 1.65222 4.43480
C 1.82078 2.71247 3.61754
C 2.93872 3.55822 4.25905
O 2.49773 4.41325 5.31915
C 2.38004 3.77058 6.58058
H 0.05261 1.10339 8.56832
H -0.31303 1.55571 6.89989
H -0.56180 -0.12935 7.44951
H 0.61408 -0.72411 5.64846
H 2.26436 -1.08363 6.16897
H 2.43211 0.00031 4.00929
H 3.07538 1.06667 5.27458
H 0.79619 2.08884 5.25501
H 1.00498 3.39170 3.33852
H 2.19191 2.26986 2.68740
H 3.31601 4.23182 3.48092
H 3.79923 2.96123 4.57313
H 3.12860 2.98637 6.72503
H 1.37253 3.37116 6.70103
H 2.52087 4.52515 7.35989
C -4.32768 -5.09966 -1.50373
O -2.97896 -5.40141 -1.83705
C -2.84469 -6.12710 -3.06437
C -2.24340 -5.23456 -4.16457
N -3.19146 -4.20443 -4.59909
C -2.58391 -3.14417 -5.41635
C -1.46597 -2.29842 -4.77484
O -1.90695 -1.44339 -3.71473
C -2.02465 -2.08606 -2.45330
H -4.35208 -4.75325 -0.46556
H -4.71772 -4.30094 -2.13399
H -4.96649 -5.98600 -1.58438
H -3.79061 -6.58076 -3.38543
H -2.14033 -6.94028 -2.86492
H -1.97258 -5.85633 -5.02460
H -1.32931 -4.78997 -3.75930
H -3.60850 -3.76780 -3.77888
H -3.39971 -2.46494 -5.69536
H -2.21278 -3.58678 -6.34649
H -1.08868 -1.62482 -5.55296
H -0.60546 -2.89541 -4.46075
H -1.27609 -2.87028 -2.30886
H -3.03216 -2.48549 -2.33286
H -1.88382 -1.33150 -1.67399
*
```

natural (NBO) population analysis, charges in e, atoms 1 to 8: -1.04 2.14 -0.95 -0.89 -0.40 -0.27 -0.56 -0.28